Density functional theory data (wB97M-V/def2-TZVPD) for C4H6OPt as an isolated structure.

Geometry as XYZ:
```
12
Properties=species:S:1:pos:R:3:forces:R:3
O 1.135174 -1.712322 0.419648 -3.6 -3.3 8.2
C 0.318329 -1.152930 1.294500 -0.9 0.6 -0.5
C 0.105315 0.262495 1.304594 1.4 -1.6 -0.7
H -0.476231 -1.791598 1.718107 0.5 -0.1 -0.1
H 1.067023 0.794217 1.398060 -0.9 0.3 0.0
H -0.793580 0.605402 1.830388 0.5 0.1 -0.1
Pt 1.755645 -1.015552 -1.059639 2.7 4.3 -7.3
C 0.060828 0.788881 -0.710528 0.2 0.3 1.0
C -0.922487 0.545656 -1.590734 0.1 -0.6 -0.4
H 0.323526 1.847373 -0.565816 0.2 -0.3 -0.3
H -1.230330 -0.487814 -1.791134 -0.2 0.3 0.1
H -1.343210 1.316190 -2.247442 0.1 -0.2 0.1
```
Positions in Å, forces in eV/Å.

Its total energy is -350.29645 hartree. As for the spin multiplicity: 4. The net charge is -1. The LUMO energy (spin up / spin down) comes out at 3.616 / 3.409 eV.